6
Properties=species:S:1:pos:R:3:forces:R:3 method="wB97M-V/def2-TZVPD" lumo_ev="0.55 / -4.25" spin_multiplicity=3 total_energy_ha=-5361.6534 max_force_ha_per_bohr=0.0911 homo_lumo_gap_ev="6.57 / 6.63" e_homo_ev="-6.022 / -10.876"
Br 0.67600 1.89769 0.31877 1.407 4.360 0.968
Br 1.60914 -1.18925 0.33195 1.919 -0.939 0.745
F 0.04244 -0.17024 -1.47480 -0.795 0.015 -0.587
O -0.83587 -0.41176 0.58608 -2.272 -1.311 1.243
C 0.20666 -0.08805 -0.13244 -0.574 -2.438 -1.938
H -1.69838 -0.03839 0.37044 0.316 0.313 -0.430